[1]
{
  "formula": "C30H45HfN3O7P2",
  "method": "ωB97M-V/def2-TZVPD",
  "orbital_gap_ev": [5.396, 5.398],
  "total_charge": 2,
  "e_tot_ev": -70501.94416,
  "max_force_ev_per_a": 6.50,
  "symbols": ["Hf", "C", "C", "C", "C", "C", "C", "H", "H", "H", "C", "H", "H", "H", "C", "H", "H", "H", "C", "H", "H", "H", "C", "H", "H", "H", "C", "C", "C", "C", "C", "C", "C", "C", "H", "H", "H", "H", "H", "H", "H", "H", "H", "H", "H", "H", "P", "P", "C", "C", "H", "H", "H", "H", "C", "H", "H", "H", "C", "H", "H", "H", "C", "H", "H", "H", "C", "H", "H", "H", "O", "N", "O", "C", "C", "C", "C", "O", "C", "C", "N", "O", "O", "N", "O", "O", "H", "H"],
  "xyz": [[-0.26, -0.27, 0.55], [-0.54, -2.53, 2.04], [0.78, -2.42, 1.44], [0.75, -1.23, 3.44], [-0.51, -1.85, 3.30], [1.56, -1.59, 2.34], [-1.64, -3.41, 1.58], [-1.51, -3.73, 0.54], [-2.60, -2.90, 1.66], [-1.71, -4.33, 2.20], [-1.54, -1.96, 4.35], [-2.55, -2.00, 3.94], [-1.49, -1.12, 5.05], [-1.39, -2.88, 4.95], [1.18, -0.44, 4.62], [1.18, -1.04, 5.54], [0.50, 0.41, 4.79], [2.19, -0.03, 4.48], [3.03, -1.41, 2.27], [3.54, -1.97, 3.07], [3.32, -0.36, 2.41], [3.46, -1.75, 1.33], [1.38, -3.44, 0.52], [1.89, -4.24, 1.08], [2.13, -2.99, -0.15], [0.62, -3.93, -0.10], [-1.56, 0.59, -4.48], [-1.76, -0.74, -4.40], [-1.08, -1.74, -5.30], [0.45, -1.51, -5.42], [1.09, -0.91, -4.19], [1.40, 0.40, -4.08], [0.80, 1.53, -4.86], [-0.61, 1.25, -5.44], [-1.52, -1.73, -6.32], [0.66, -0.94, -6.34], [-1.26, -2.76, -4.92], [-0.53, 0.71, -6.40], [-2.24, 1.29, -3.97], [-2.69, -1.14, -3.96], [-1.04, 2.23, -5.71], [0.72, 2.42, -4.21], [2.35, 0.68, -3.60], [1.46, 1.83, -5.70], [0.90, -2.50, -5.60], [1.58, -1.67, -3.56], [-1.57, -0.46, -1.47], [2.04, 0.59, -0.48], [-0.51, 0.99, -1.94], [0.82, 1.62, -1.39], [-1.19, 1.82, -2.18], [-0.22, 0.54, -2.89], [1.41, 1.97, -2.24], [0.59, 2.52, -0.79], [3.16, 1.79, 0.27], [3.72, 1.31, 1.08], [2.63, 2.66, 0.68], [3.86, 2.12, -0.52], [3.16, -0.39, -1.50], [3.74, 0.29, -2.13], [2.61, -1.09, -2.13], [3.83, -0.97, -0.86], [-3.30, -0.19, -1.66], [-3.81, -1.12, -1.35], [-3.53, 0.07, -2.69], [-3.61, 0.61, -0.97], [-0.85, -2.04, -1.99], [0.03, -2.37, -1.42], [-0.53, -1.93, -3.02], [-1.62, -2.81, -1.90], [-0.75, 4.75, 6.62], [-1.51, 3.83, 6.24], [-2.34, 3.29, 7.00], [-1.43, 3.40, 4.86], [-0.45, 4.00, 4.05], [-0.18, 3.45, 2.81], [-0.70, 2.18, 2.48], [-0.05, 1.44, 1.60], [-1.85, 1.72, 3.17], [-2.19, 2.32, 4.40], [-2.59, 0.64, 2.63], [-2.11, -0.03, 1.57], [-3.66, 0.28, 3.15], [0.73, 4.04, 1.83], [1.90, 4.29, 2.20], [0.32, 4.20, 0.67], [0.11, 4.87, 4.41], [-3.00, 1.92, 5.00]]
}



[2]
{
  "formula": "C30H45NO3OsP2S",
  "method": "ωB97M-V/def2-TZVPD",
  "e_above_lowest_ev": 1.866,
  "orbital_gap_ev": [7.684, 4.866],
  "total_charge": 2,
  "e_tot_ev": -71330.64948,
  "spin_multiplicity": 5,
  "max_force_ev_per_a": 6.29,
  "s2": 6.03,
  "symbols": ["Os", "C", "C", "C", "C", "C", "C", "H", "H", "H", "C", "H", "H", "H", "C", "H", "H", "H", "C", "H", "H", "H", "C", "H", "H", "H", "C", "C", "C", "C", "C", "C", "C", "C", "H", "H", "H", "H", "H", "H", "H", "H", "H", "H", "H", "H", "P", "C", "C", "P", "C", "C", "C", "H", "H", "H", "H", "H", "H", "H", "H", "H", "H", "H", "H", "H", "H", "O", "S", "O", "N", "C", "O", "C", "C", "C", "C", "C", "C", "H", "H", "H", "H"],
  "xyz": [[-0.14, -0.69, -0.62], [-1.74, -1.18, 0.74], [-1.36, -2.28, -0.12], [0.50, -1.63, 1.13], [-0.60, -0.77, 1.49], [0.04, -2.56, 0.13], [-3.13, -0.64, 0.93], [-3.71, -0.73, 0.01], [-3.09, 0.41, 1.23], [-3.65, -1.21, 1.72], [-0.55, 0.32, 2.52], [-1.52, 0.81, 2.62], [0.19, 1.06, 2.17], [-0.21, -0.05, 3.49], [1.85, -1.54, 1.77], [1.77, -1.62, 2.87], [2.25, -0.54, 1.55], [2.53, -2.30, 1.38], [0.83, -3.70, -0.43], [0.94, -4.48, 0.33], [1.82, -3.35, -0.73], [0.32, -4.10, -1.30], [-2.33, -3.08, -0.93], [-2.78, -3.86, -0.31], [-1.82, -3.54, -1.78], [-3.13, -2.43, -1.30], [-0.44, 2.19, -1.31], [-1.63, 1.60, -1.64], [-1.99, 0.70, -2.80], [-0.72, 0.10, -3.46], [0.23, -0.81, -2.70], [1.44, -0.25, -2.11], [1.89, 1.18, -2.18], [0.85, 2.37, -2.04], [-2.55, 1.29, -3.56], [-0.06, 1.00, -3.63], [-2.67, -0.12, -2.52], [0.67, 2.85, -3.02], [-0.45, 2.73, -0.34], [-2.47, 1.84, -0.97], [1.42, 3.12, -1.44], [2.60, 1.35, -1.35], [2.26, -0.97, -2.06], [2.51, 1.33, -3.09], [-1.01, -0.46, -4.38], [0.38, -1.83, -3.08], [-0.58, 1.88, -5.33], [-0.58, 3.60, -5.86], [-1.67, 1.06, -6.56], [1.64, -0.40, -5.14], [1.05, 1.24, -5.85], [0.97, -1.48, -6.47], [3.31, -0.26, -5.83], [0.34, 4.10, -5.53], [-1.47, 4.09, -5.44], [-0.65, 3.62, -6.96], [-1.41, 1.48, -7.54], [-2.71, 1.34, -6.32], [-1.56, -0.03, -6.59], [3.22, 0.09, -6.87], [3.78, -1.25, -5.83], [3.91, 0.45, -5.25], [1.81, 2.02, -5.63], [1.02, 1.14, -6.95], [1.64, -2.35, -6.54], [1.00, -0.94, -7.42], [-0.06, -1.81, -6.26], [2.78, 5.82, 1.51], [3.61, 4.66, 1.41], [4.98, 4.82, 0.98], [2.85, 3.43, 0.62], [2.50, 2.39, 1.39], [1.83, 1.40, 0.97], [2.96, 2.56, 2.80], [2.79, 1.73, 3.92], [3.28, 2.16, 5.17], [3.93, 3.40, 5.29], [4.09, 4.23, 4.16], [3.59, 3.78, 2.95], [2.28, 0.78, 3.80], [3.14, 1.53, 6.05], [4.31, 3.72, 6.26], [4.59, 5.20, 4.22]]
}



[3]
{
  "formula": "C30H46BBeBrCaClCsF2N2O19Sb",
  "method": "ωB97M-V/def2-TZVPD",
  "e_above_lowest_ev": 0.000,
  "orbital_gap_ev": 1.181,
  "total_charge": 1,
  "e_tot_ev": -188309.68188,
  "max_force_ev_per_a": 4.29,
  "symbols": ["O", "C", "O", "Sb", "C", "C", "C", "Br", "C", "B", "O", "O", "C", "C", "C", "C", "C", "C", "H", "H", "H", "H", "H", "H", "H", "H", "H", "H", "H", "H", "H", "H", "H", "H", "H", "H", "C", "C", "O", "C", "O", "O", "F", "H", "H", "H", "Cs", "O", "Cl", "O", "O", "O", "O", "C", "O", "C", "C", "C", "H", "H", "H", "H", "H", "H", "H", "H", "Ca", "C", "C", "C", "O", "C", "C", "C", "O", "O", "O", "H", "H", "C", "C", "O", "N", "C", "H", "H", "H", "H", "H", "H", "H", "Be", "F", "C", "C", "O", "N", "C", "H", "H", "H", "H", "H", "H", "H", "H"],
  "xyz": [[-4.22, -2.89, -0.14], [-4.27, -1.87, -0.81], [-5.26, -1.01, -0.72], [-4.88, 0.71, 0.49], [-6.54, 1.73, -0.62], [-6.37, 1.69, -2.14], [-5.74, 3.01, -2.63], [-4.49, 2.70, -4.07], [-4.55, 2.57, 1.63], [-3.26, 3.15, 0.99], [-3.33, 3.98, -0.14], [-2.03, 2.82, 1.52], [-3.09, -1.65, -1.72], [-2.90, -0.58, -2.58], [-1.72, -0.42, -3.31], [-0.73, -1.38, -3.21], [-0.94, -2.49, -2.40], [-2.08, -2.62, -1.65], [-6.16, 0.18, 1.70], [-3.69, -0.17, 1.35], [-3.78, 1.27, -0.73], [-6.60, 2.78, -0.29], [-7.48, 1.20, -0.38], [-7.36, 1.60, -2.58], [-5.80, 0.82, -2.46], [-6.50, 3.68, -3.03], [-5.23, 3.52, -1.81], [-5.38, 3.28, 1.50], [-4.36, 2.36, 2.69], [-3.09, 3.48, -0.93], [-1.47, 2.37, 0.88], [-3.67, 0.18, -2.64], [-1.58, 0.45, -3.94], [0.20, -1.28, -3.75], [-0.17, -3.25, -2.36], [-2.22, -3.49, -1.03], [3.74, 1.12, -5.56], [2.73, 0.88, -6.66], [2.41, -0.50, -6.50], [2.61, -0.80, -5.19], [2.18, -1.80, -4.68], [3.29, 0.15, -4.57], [3.21, 1.07, -7.90], [4.76, 0.90, -5.89], [3.72, 2.12, -5.15], [1.81, 1.47, -6.57], [-2.41, 1.51, -5.46], [5.18, 3.57, -8.30], [6.37, 2.83, -7.96], [7.30, 3.68, -7.28], [6.96, 2.27, -9.14], [5.98, 1.74, -7.06], [1.03, 0.83, -0.21], [1.57, 0.85, 0.88], [2.56, 0.00, 1.09], [3.36, -0.02, 2.29], [2.66, -0.78, 3.38], [1.09, 1.71, 2.01], [3.64, 1.00, 2.58], [4.28, -0.53, 2.01], [1.72, -0.30, 3.67], [3.29, -0.85, 4.27], [2.42, -1.80, 3.07], [0.23, 1.22, 2.48], [0.77, 2.67, 1.60], [1.84, 1.91, 2.77], [-7.98, 1.50, 1.83], [2.23, 4.79, 5.58], [3.01, 3.78, 4.89], [3.96, 4.32, 3.85], [4.72, 3.61, 3.23], [3.91, 5.75, 3.58], [3.12, 6.75, 4.26], [2.25, 6.23, 5.38], [1.58, 6.96, 6.08], [3.13, 7.93, 3.97], [2.95, 2.59, 5.09], [1.54, 4.46, 6.35], [4.56, 6.07, 2.77], [3.55, -3.50, 0.53], [4.64, -3.69, 1.57], [4.41, -3.55, 2.75], [5.89, -4.01, 1.12], [6.33, -4.21, -0.24], [2.64, -3.25, 1.05], [3.81, -2.69, -0.16], [3.40, -4.42, -0.04], [6.56, -4.12, 1.87], [6.72, -5.22, -0.37], [7.13, -3.50, -0.49], [5.51, -4.06, -0.94], [-1.33, -0.80, 0.18], [2.43, -3.62, 4.37], [-2.33, -6.25, 4.31], [-2.37, -4.78, 4.10], [-1.95, -3.92, 4.79], [-3.01, -4.28, 2.79], [-4.33, -4.87, 2.39], [-1.80, -6.43, 5.24], [-3.33, -6.66, 4.38], [-1.79, -6.73, 3.49], [-2.32, -4.45, 2.04], [-3.06, -3.26, 2.91], [-4.23, -5.94, 2.26], [-4.61, -4.39, 1.45], [-5.06, -4.63, 3.16]]
}



[4]
{
  "formula": "C30H46N2O4Pt",
  "method": "ωB97M-V/def2-TZVPD",
  "orbital_gap_ev": [7.308, 8.020],
  "total_charge": 0,
  "e_tot_ev": -46273.59305,
  "spin_multiplicity": 3,
  "max_force_ev_per_a": 1.21,
  "s2": 2.01,
  "symbols": ["Pt", "C", "C", "C", "C", "C", "C", "C", "C", "C", "C", "C", "C", "C", "C", "C", "C", "C", "H", "H", "H", "H", "H", "H", "H", "H", "H", "H", "H", "H", "H", "H", "H", "H", "H", "H", "H", "H", "H", "H", "H", "H", "H", "H", "H", "H", "H", "O", "C", "C", "C", "C", "C", "C", "C", "O", "O", "H", "H", "H", "H", "H", "C", "N", "C", "C", "C", "N", "C", "C", "O", "H", "H", "H", "H", "H", "H", "H", "H", "H", "H", "H", "H"],
  "xyz": [[0.01, -0.17, 0.18], [0.39, -0.84, 2.22], [1.68, -0.84, 1.58], [1.73, -2.05, 0.77], [0.49, -2.71, 0.94], [-0.34, -2.00, 1.83], [-1.71, -2.38, 2.32], [-1.75, -2.33, 3.85], [-2.10, -3.78, 1.84], [-2.73, -1.37, 1.76], [2.71, -2.62, -0.25], [2.42, -1.93, -1.60], [4.19, -2.46, 0.09], [2.49, -4.14, -0.42], [2.72, 0.20, 1.98], [2.09, 1.25, 2.91], [3.87, -0.43, 2.77], [3.21, 0.96, 0.74], [0.09, -0.19, 3.02], [0.22, -3.64, 0.48], [-1.01, -3.02, 4.27], [-2.73, -2.61, 4.22], [-1.52, -1.33, 4.22], [-1.37, -4.52, 2.19], [-2.14, -3.82, 0.76], [-3.07, -4.06, 2.24], [-2.51, -0.37, 2.13], [-3.74, -1.65, 2.06], [-2.68, -1.37, 0.68], [2.44, -0.85, -1.49], [1.43, -2.22, -1.95], [3.15, -2.23, -2.35], [4.50, -1.42, 0.10], [4.79, -2.97, -0.66], [4.41, -2.92, 1.05], [1.57, -4.36, -0.95], [2.46, -4.63, 0.55], [3.31, -4.56, -0.99], [1.80, 0.82, 3.86], [1.21, 1.70, 2.44], [2.81, 2.04, 3.11], [3.46, -1.00, 3.61], [4.52, 0.34, 3.17], [4.46, -1.10, 2.17], [2.35, 1.25, 0.13], [3.88, 0.36, 0.13], [3.75, 1.86, 1.03], [-0.70, -2.08, -3.77], [-0.46, -0.98, -4.50], [-0.32, -1.10, -5.88], [-0.14, 0.02, -6.66], [-0.05, 1.28, -6.08], [-0.10, 1.40, -4.71], [-0.32, 0.29, -3.91], [-0.32, 0.36, -2.42], [0.48, 1.10, -1.81], [-1.09, -0.43, -1.79], [-0.91, -1.78, -2.85], [-0.38, -2.09, -6.30], [-0.09, -0.10, -7.73], [0.09, 2.14, -6.71], [0.01, 2.36, -4.23], [0.09, 3.85, 1.04], [-1.31, 3.83, 0.69], [-2.05, 5.07, 0.72], [-3.18, 5.00, -0.29], [-4.03, 3.78, 0.05], [-3.19, 2.60, 0.05], [-3.78, 1.34, -0.31], [-1.94, 2.62, 0.58], [-1.37, 1.58, 0.94], [0.55, 4.71, 0.56], [0.54, 2.94, 0.65], [0.25, 3.90, 2.12], [-1.36, 5.88, 0.49], [-2.47, 5.24, 1.73], [-2.76, 4.87, -1.29], [-3.78, 5.91, -0.28], [-4.82, 3.63, -0.69], [-4.49, 3.92, 1.04], [-4.40, 1.48, -1.20], [-4.40, 0.93, 0.50], [-2.99, 0.63, -0.53]]
}



[5]
{
  "formula": "C30H47BF3IrN8S3",
  "method": "ωB97M-V/def2-TZVPD",
  "e_above_lowest_ev": 0.214,
  "orbital_gap_ev": [6.138, 6.082],
  "total_charge": 3,
  "e_tot_ev": -87941.20122,
  "spin_multiplicity": 6,
  "max_force_ev_per_a": 0.47,
  "s2": 8.80,
  "symbols": ["Ir", "C", "C", "C", "C", "N", "N", "B", "N", "N", "C", "C", "C", "C", "C", "S", "C", "C", "C", "C", "N", "N", "C", "C", "C", "C", "C", "S", "C", "C", "C", "C", "C", "S", "C", "C", "C", "C", "H", "H", "H", "H", "H", "H", "H", "H", "H", "H", "H", "H", "H", "H", "H", "H", "H", "H", "H", "H", "H", "H", "H", "H", "H", "H", "H", "H", "H", "H", "H", "H", "H", "H", "H", "H", "H", "H", "H", "N", "C", "C", "N", "H", "H", "H", "H", "H", "H", "H", "H", "F", "C", "F", "F"],
  "xyz": [[3.18, -2.01, 0.59], [-1.17, -4.99, -3.03], [-1.32, -3.56, -2.62], [-2.29, -2.74, -3.14], [-2.40, -1.38, -2.75], [-1.55, -0.88, -1.86], [-0.61, -1.69, -1.36], [0.04, -0.76, -0.33], [1.02, 0.16, -0.72], [0.98, 1.39, -0.09], [1.65, 2.36, -0.66], [2.40, 2.17, -1.85], [2.67, 0.87, -2.30], [3.71, 0.62, -3.36], [1.99, -0.15, -1.67], [2.64, -1.80, -1.67], [1.51, 3.73, 0.00], [1.53, 3.58, 1.52], [0.15, 4.30, -0.45], [2.63, 4.68, -0.43], [-0.63, -0.71, 1.01], [-1.57, 0.24, 1.17], [-2.21, 0.26, 2.33], [-1.92, -0.70, 3.33], [-0.96, -1.67, 3.16], [-0.65, -2.70, 4.19], [-0.28, -1.62, 1.92], [1.02, -2.75, 1.53], [-3.26, 1.32, 2.55], [-3.37, 2.26, 1.35], [-4.61, 0.61, 2.79], [-2.87, 2.13, 3.80], [-0.45, -2.97, -1.67], [0.87, -3.88, -1.01], [-3.46, -0.47, -3.33], [-3.27, -0.43, -4.85], [-3.34, 0.94, -2.76], [-4.83, -1.07, -2.98], [-1.97, -5.28, -3.72], [-1.21, -5.65, -2.17], [-0.21, -5.15, -3.54], [-2.99, -3.13, -3.87], [2.85, 3.01, -2.35], [4.11, 1.57, -3.72], [3.28, 0.09, -4.21], [4.54, 0.02, -2.98], [0.78, 2.87, 1.87], [1.32, 4.55, 1.98], [2.51, 3.26, 1.88], [-0.66, 3.62, -0.20], [0.13, 4.48, -1.53], [-0.02, 5.25, 0.05], [3.62, 4.27, -0.23], [2.54, 5.61, 0.14], [2.56, 4.95, -1.48], [-2.47, -0.66, 4.26], [-1.31, -2.59, 5.05], [0.38, -2.61, 4.54], [-0.78, -3.71, 3.79], [-3.60, 1.72, 0.43], [-2.45, 2.82, 1.20], [-4.18, 2.96, 1.53], [-4.90, 0.02, 1.92], [-5.38, 1.37, 2.95], [-4.59, -0.03, 3.67], [-1.89, 2.61, 3.67], [-2.84, 1.52, 4.70], [-3.60, 2.91, 3.96], [-2.28, -0.07, -5.13], [-4.00, 0.25, -5.29], [-3.42, -1.41, -5.32], [-2.38, 1.40, -3.00], [-3.46, 0.95, -1.68], [-4.13, 1.56, -3.19], [-4.98, -2.06, -3.42], [-5.61, -0.42, -3.38], [-4.97, -1.14, -1.90], [3.92, 0.03, 1.09], [4.75, -0.07, 2.32], [4.03, -0.99, 3.28], [3.85, -2.30, 2.60], [4.47, 0.41, 0.32], [3.14, 0.68, 1.22], [4.94, 0.91, 2.76], [5.71, -0.50, 2.04], [3.03, -0.60, 3.51], [4.57, -1.10, 4.22], [3.20, -2.88, 3.13], [4.73, -2.81, 2.59], [4.45, -4.08, -0.93], [4.78, -3.15, -0.04], [5.61, -2.26, -0.64], [5.48, -3.75, 0.93]]
}